(1)
The following is a quantum chemistry calculation of 11 unconnected molecules or ions with the total composition C19H60N2O11 at a distorted geometry, from OMol25.

```
92
C19H60N2O11 ωB97M-V/def2-TZVPD
O -0.08837 5.69804 2.60580
O -2.39537 2.05804 1.94880
O 2.22963 -1.40596 2.90980
O -1.13537 1.59404 -4.19820
O 0.58563 -0.58096 0.87980
O -1.78737 -3.31596 -4.25620
O -0.08537 2.57104 -1.86620
O -1.51337 -1.61296 -1.24720
O 1.04663 3.22804 4.27480
O -2.66937 -1.01796 3.18380
O 0.09663 -3.56696 1.60880
N -2.03837 0.05604 0.75780
N -2.19637 1.90704 -0.39320
C 1.24263 0.28904 0.30480
C 0.90763 4.40104 1.01680
C 1.68463 6.71904 1.55080
C -0.65437 -5.50396 -4.21520
C 2.16963 -3.95496 0.50580
C -0.53337 0.33804 -4.36320
C 0.62563 -3.82596 0.49380
C 2.06763 -0.43396 3.95380
C -1.43037 -0.68596 3.66380
C -0.14437 2.58204 3.78480
C -0.95637 -4.07196 -3.60620
C 1.81863 -0.39896 -0.90820
C 0.34963 -3.22096 -3.50920
C -2.64837 -2.37096 -0.93220
C 2.20163 1.15904 1.08580
C 0.52763 5.81904 1.49080
C -2.21137 1.32004 0.75980
C 0.08263 -4.98796 -0.30320
C -0.40737 3.81104 -2.44520
H 0.78763 -2.88296 -4.51420
H 2.54863 6.13504 1.81680
H -0.32837 -0.31596 0.93980
H -1.41437 -4.13696 -2.62720
H -1.17437 -0.43696 -4.78620
H 0.29663 -2.95996 -0.17120
H -0.97037 -4.94896 -0.40020
H -1.32837 -0.35596 4.71380
H 2.50763 -1.25196 -0.79720
H 2.52663 1.99904 0.50380
H 3.01363 0.09304 4.13580
H 2.57163 -4.92496 0.93980
H 0.30563 -2.26196 -2.94620
H 1.03063 -0.92896 -1.50120
H 1.13463 -3.74996 -3.06320
H 1.59263 3.93004 1.71980
H -0.38837 2.16604 -3.92320
H -2.32937 -3.40496 -0.81620
H 0.11063 -6.09596 -3.62820
H 2.32263 0.30904 -1.63420
H 0.22363 0.58704 -5.02320
H 0.30563 -5.97896 0.15980
H 3.06663 0.52304 1.32680
H 1.12863 4.13304 3.96080
H 1.40363 4.21304 0.08380
H -0.77737 2.46504 -1.25620
H 1.88363 7.05404 0.57680
H -3.19237 -2.38996 -1.80220
H -2.16237 -0.37396 1.73080
H -2.45037 1.40004 -1.23920
H -1.40837 -1.94496 -2.17220
H 1.32263 0.35004 3.70780
H -1.39937 3.80604 -2.89020
H 0.05063 3.74304 1.01580
H 0.28963 -2.66196 1.84280
H -3.28437 -0.27896 3.28580
H -0.40137 4.66204 -1.72120
H 1.78863 1.52604 1.96380
H 1.95163 -1.07296 2.07880
H -0.05737 2.41004 2.68380
H 1.54963 7.64304 2.09280
H 0.47463 0.96804 -0.03520
H -2.22837 2.97704 -0.33520
H -0.90537 3.26604 4.02280
H 0.29863 3.99204 -3.23120
H -2.50037 -3.88196 -4.57920
H 2.68363 -3.13996 1.03280
H -0.79737 -1.60096 3.84080
H 2.54963 -4.04696 -0.49520
H -0.13937 6.22704 0.77980
H -0.15837 1.64104 4.22480
H -1.03337 5.56104 2.33180
H -3.23837 -2.11496 -0.04820
H 1.75863 -1.05396 4.76380
H -1.63037 -6.02296 -4.07420
H -0.37337 -5.50596 -5.26720
H 0.59063 -5.15396 -1.25120
H -1.82037 -0.45796 -0.13120
H -0.00637 -0.10696 -3.52420
H -0.91237 0.07004 3.07180
```

Output
- energy relative to the best compared isomer or geometry (same formula, charge and spin) (kJ/mol) = 380.6
- energy (eV) = -46170.2409
- LUMO (eV) = 0.3
- structure (SMILES) = NC(N)=O.CC(C)O.CC(C)O.CC(C)O.CC(C)O.CO.CO.CO.CO.CO.CO
- net charge = 0
- F_max (Eh/bohr) = 0.222



(2)
The following is a quantum chemistry calculation of 11 unconnected molecules or ions with the total composition C19H60N4O11 at a distorted geometry, from OMol25.

```
94
C19H60N4O11 ωB97M-V/def2-TZVPD
O 6.02500 33.34200 -7.42600
O 10.39600 27.49400 -5.10800
O 9.62600 34.62500 -8.66300
O 7.83900 31.38900 -5.68600
O 5.50900 31.07300 -8.88300
O 11.68800 31.64100 -6.75500
O 6.43700 32.95400 -12.10100
O 10.50500 29.95800 -10.01400
O 13.48300 32.26700 -9.80400
O 9.56900 30.34500 -13.31400
O 8.15300 33.97100 -5.59800
N 7.66700 31.30800 -10.94700
N 10.60500 32.52900 -9.08900
N 6.54400 30.67400 -12.75500
N 8.46800 32.57400 -8.53600
C 8.11200 27.83400 -5.33400
C 11.81900 29.61500 -9.82900
C 11.56000 33.67300 -5.71300
C 7.75000 34.38700 -4.33500
C 11.38800 31.59700 -4.42500
C 9.86200 28.78800 -6.92200
C 8.17300 30.93600 -4.45000
C 10.08300 31.47100 -13.66700
C 6.01700 35.66100 -7.14000
C 6.28500 30.12400 -8.22900
C 9.50100 27.66700 -5.94900
C 11.20500 32.18000 -5.74000
C 13.87100 33.19300 -8.78900
C 10.37400 32.38900 -12.46000
C 5.72600 34.53100 -9.34700
C 6.85200 31.65800 -11.91500
C 9.56000 33.25000 -8.72500
C 9.25100 32.18400 -14.68000
C 5.52800 34.44900 -7.85400
H 7.49200 28.56600 -5.88700
H 7.91600 30.32300 -10.90900
H 7.47700 30.23200 -4.11400
H 7.30000 30.01100 -8.58400
H 8.16200 32.07200 -14.46300
H 11.12100 30.48600 -4.42100
H 10.87300 34.20000 -5.02200
H 11.14600 27.10400 -5.61600
H 13.42800 34.11700 -9.09200
H 13.97300 31.46000 -9.63800
H 7.95000 32.34000 -5.64500
H 7.04000 35.77300 -7.31600
H 12.35700 29.91200 -10.70200
H 5.95900 30.76700 -13.63000
H 9.47500 33.21900 -14.71000
H 5.71200 32.60400 -7.97700
H 10.82500 33.35300 -12.81800
H 6.94500 29.78000 -12.67600
H 9.32500 31.71600 -15.63400
H 8.40800 31.69400 -3.70300
H 6.34000 30.28600 -7.22000
H 10.34100 29.51800 -10.82700
H 5.44000 36.50200 -7.45400
H 7.59300 26.95100 -5.37200
H 11.47600 33.02100 -9.30700
H 10.68400 31.88100 -3.68100
H 9.00800 30.25500 -4.58100
H 9.41300 32.66200 -12.03500
H 5.22700 35.42300 -9.75800
H 14.93700 33.41900 -8.77500
H 7.98100 32.05600 -10.40500
H 8.71900 30.50600 -12.89200
H 7.66600 33.12700 -8.15000
H 10.88500 31.88500 -11.66300
H 8.17200 28.20600 -4.30800
H 6.86300 33.91900 -4.04700
H 8.57300 34.03300 -3.65300
H 5.43400 33.61000 -9.85500
H 5.76200 29.17000 -8.35000
H 10.32000 29.59600 -6.29100
H 7.48700 34.25800 -6.19400
H 8.45300 31.51800 -8.32600
H 11.94500 28.50200 -9.67600
H 10.63100 28.58600 -7.69100
H 6.76200 34.71000 -9.62900
H 12.30400 31.80800 -4.03500
H 12.59600 33.95500 -5.31800
H 11.11000 31.88500 -7.52000
H 9.37100 26.74300 -6.44100
H 10.60500 31.51900 -9.45700
H 7.47200 35.43800 -4.25400
H 12.21600 30.18100 -8.97700
H 10.15500 32.13200 -5.97400
H 9.11100 29.35800 -7.44900
H 11.01500 31.08000 -14.03800
H 5.51500 30.85600 -9.85200
H 4.43800 34.48900 -7.66600
H 5.84800 35.50000 -6.08000
H 13.45600 32.90300 -7.81400
H 11.46600 34.15600 -6.69000
```

Output
- energy relative to the best compared isomer or geometry (same formula, charge and spin) (kJ/mol) = 252.5
- energy (eV) = -49152.2257
- LUMO (eV) = -0.1
- structure (SMILES) = NC(N)=O.NC(N)=O.CC(C)O.CC(C)O.CC(C)O.CC(C)O.CO.CO.CO.CO.CO
- net charge = 0
- F_max (Eh/bohr) = 0.200